Entry 1:
A cluster of 2 separate species, CH3BrClN in total, computed with ωB97M-V/def2-TZVPD.

Calculated values
- SMILES: [H]/N=C\Br.Cl
- DFT total energy: -85139.8857 eV
- Relative energy (zero: lowest compared OMol25 entry of this formula, charge and spin): 79.10 kJ/mol
- LUMO energy: 0.47 eV
- Kohn-Sham gap: 11.15 eV

Geometry as XYZ:
```
7
Properties=species:S:1:pos:R:3:forces:R:3:nbo_charge:R:1
H -1.580 -1.556 -0.379 -0.176 0.002 -0.379 0.366
N -0.790 -1.586 0.250 -0.137 0.316 -0.218 -0.586
C -0.323 -0.492 0.576 1.223 0.700 2.409 0.109
Br -0.915 1.379 0.122 -0.673 -1.080 0.232 -0.077
H 0.461 -0.417 1.421 -1.069 0.073 -1.765 0.211
Cl 2.169 1.246 -0.780 0.732 -0.060 -0.207 -0.288
H 0.976 1.425 -1.210 0.099 0.048 -0.073 0.265
```
Forces are in eV/Å.

Entry 2:
A cluster of 2 separate species, CH3BrClP in total, computed with ωB97M-V/def2-TZVPD.

Calculated values
- DFT total energy: -92937.0522 eV
- Relative energy (zero: lowest compared OMol25 entry of this formula, charge and spin): 317.52 kJ/mol
- LUMO energy: -1.67 eV
- Kohn-Sham gap: 6.12 eV

Geometry as XYZ:
```
7
Properties=species:S:1:pos:R:3:forces:R:3:nbo_charge:R:1
C 0.112 -0.197 -0.052 2.196 0.571 -0.497 -0.530
P 2.902 0.930 -0.822 -1.693 -2.160 -0.895 0.463
Cl 3.302 2.225 0.597 0.172 0.898 1.215 -0.259
Br 3.714 -1.026 0.036 -0.195 0.605 -0.159 -0.258
H 0.137 0.566 0.690 -0.249 0.394 0.608 0.178
H 0.882 -0.967 0.107 -1.063 -0.001 -0.345 0.207
H -0.760 -0.202 -0.717 0.832 -0.308 0.073 0.199
```
Forces are in eV/Å.

Entry 3:
A cluster of 2 separate species, CH3BrFOP in total, computed with ωB97M-V/def2-TZVPD.

Calculated values
- DFT total energy: -85180.5786 eV
- Relative energy (zero: lowest compared OMol25 entry of this formula, charge and spin): 371.00 kJ/mol
- LUMO energy: -0.03 eV
- Kohn-Sham gap: 8.25 eV

Geometry as XYZ:
```
8
Properties=species:S:1:pos:R:3:forces:R:3:nbo_charge:R:1
C 0.732 -0.080 -0.346 -0.664 1.257 0.088 -0.159
O 1.518 -1.185 0.075 -0.737 0.318 2.461 -0.712
F -1.340 1.812 0.380 -0.171 0.000 -0.269 -0.598
P -1.640 0.605 -0.650 2.414 -1.027 0.923 0.876
Br -2.705 -0.759 0.707 -0.181 -0.148 0.086 -0.248
H 0.829 0.936 0.139 0.364 -1.445 0.099 0.173
H 1.699 -1.364 1.103 -1.241 1.283 -3.317 0.498
H 0.907 0.034 -1.408 0.215 -0.238 -0.072 0.169
```
Forces are in eV/Å.

Entry 4:
A cluster of 2 separate species, CH3BrNO2 in total, computed with ωB97M-V/def2-TZVPD.

Calculated values
- DFT total energy: -76710.7817 eV
- Relative energy (zero: lowest compared OMol25 entry of this formula, charge and spin): 221.32 kJ/mol
- Charge: -1
- LUMO energy (spin up / spin down): 4.07 / 4.07 eV
- Kohn-Sham gap (spin up / spin down): 8.11 / 8.11 eV

Geometry as XYZ:
```
8
Properties=species:S:1:pos:R:3:forces:R:3:nbo_charge:R:1
C -1.061 0.425 -0.101 0.621 -2.679 1.887 -0.231
N 1.334 -0.781 -0.374 -2.129 -1.913 1.524 0.262
O 0.871 -1.432 0.512 1.012 1.717 -2.187 -0.340
O -0.017 0.545 -0.892 1.745 0.761 -0.368 -0.651
Br 2.871 0.565 0.342 0.825 0.725 0.462 -0.410
H -1.798 -0.085 -0.690 -1.681 -0.128 0.012 0.130
H -1.468 1.289 0.502 0.613 -0.518 -0.448 0.128
H -0.732 -0.526 0.701 -1.005 2.036 -0.882 0.113
```
Forces are in eV/Å.

Entry 5:
An isolated molecule of CH3BrO2, computed with ωB97M-V/def2-TZVPD.

Calculated values
- SMILES: OOCBr
- DFT total energy: -75219.2060 eV
- Relative energy (zero: lowest compared OMol25 entry of this formula, charge and spin): 355.60 kJ/mol
- LUMO energy: 0.66 eV
- Kohn-Sham gap: 10.94 eV

Geometry as XYZ:
```
7
Properties=species:S:1:pos:R:3:forces:R:3:nbo_charge:R:1
O 1.112 -1.367 -0.257 -1.964 -0.486 -0.380 -0.428
O 0.856 -0.157 0.439 -1.260 0.894 0.568 -0.299
C -0.289 0.767 0.023 4.123 -2.414 -3.182 -0.198
Br -1.936 -0.061 -0.111 -0.764 -0.306 -0.207 0.064
H 0.320 -1.962 -0.043 1.358 1.184 -0.192 0.454
H -0.176 1.405 0.781 -0.373 2.259 3.442 0.199
H 0.115 1.376 -0.831 -1.119 -1.131 -0.048 0.209
```
Forces are in eV/Å.

Entry 6:
An isolated molecule of CH3BrOS, computed with ωB97M-V/def2-TZVPD.

Calculated values
- SMILES: OCSBr
- DFT total energy: -84009.8068 eV
- Relative energy (zero: lowest compared OMol25 entry of this formula, charge and spin): 25.22 kJ/mol
- LUMO energy: 0.03 eV
- Kohn-Sham gap: 8.96 eV

Geometry as XYZ:
```
7
Properties=species:S:1:pos:R:3:forces:R:3:nbo_charge:R:1
O -1.509 0.139 -0.652 1.431 -0.454 -0.203 -0.680
C -0.466 -0.174 0.222 0.696 -0.408 0.334 -0.065
S 1.374 -1.094 -0.174 -2.439 0.178 -0.426 -0.037
Br 2.799 0.470 0.167 0.239 0.606 0.083 -0.067
H -1.276 0.904 -1.194 0.044 -0.087 0.075 0.480
H -0.071 0.693 0.742 -0.030 0.046 0.100 0.177
H -0.851 -0.939 0.889 0.058 0.119 0.037 0.193
```
Forces are in eV/Å.

Entry 7:
A cluster of 2 separate species, CH3BrOS in total, computed with ωB97M-V/def2-TZVPD.

Calculated values
- DFT total energy: -84007.1461 eV
- Relative energy (zero: lowest compared OMol25 entry of this formula, charge and spin): 281.94 kJ/mol
- LUMO energy (spin up / spin down): -3.60 / -3.60 eV
- Kohn-Sham gap (spin up / spin down): 6.16 / 6.15 eV

Geometry as XYZ:
```
7
Properties=species:S:1:pos:R:3:forces:R:3:nbo_charge:R:1
C 1.008 -0.023 -0.018 0.882 1.754 -0.724 -0.292
O -0.038 -0.553 0.747 -1.722 -1.559 0.604 -0.600
S -1.263 -1.062 -0.156 -1.091 1.420 0.920 0.607
Br -3.506 1.271 -0.160 1.577 -1.461 -0.010 -0.352
H 0.389 0.721 -0.633 2.208 -1.022 -0.262 0.226
H 1.662 -0.847 -0.388 -1.084 0.586 -0.867 0.207
H 1.747 0.495 0.608 -0.770 0.281 0.340 0.204
```
Forces are in eV/Å.

Entry 8:
A cluster of 2 separate species, CH3BrOS in total, computed with ωB97M-V/def2-TZVPD.

Calculated values
- DFT total energy: -84007.4063 eV
- Relative energy (zero: lowest compared OMol25 entry of this formula, charge and spin): 256.83 kJ/mol
- LUMO energy (spin up / spin down): -3.57 / -1.54 eV
- Kohn-Sham gap (spin up / spin down): 5.78 / 7.48 eV

Geometry as XYZ:
```
7
Properties=species:S:1:pos:R:3:forces:R:3:nbo_charge:R:1
C 0.964 0.135 0.173 -1.649 0.133 1.773 -0.263
O 0.728 -1.277 -0.195 0.634 1.663 0.851 -0.617
S -0.827 -1.621 -0.282 -0.728 -0.471 -0.111 0.318
Br -3.921 1.176 -0.560 0.095 -0.062 0.010 -0.017
H 0.752 0.437 1.278 -0.081 -1.248 -1.775 0.193
H 0.341 0.753 -0.458 -0.146 0.090 -0.130 0.194
H 1.962 0.397 0.044 1.876 -0.105 -0.618 0.193
```
Forces are in eV/Å.

Entry 9:
A cluster of 2 separate species, CH3BrP2 in total, computed with ωB97M-V/def2-TZVPD.

Calculated values
- DFT total energy: -89700.8814 eV
- Relative energy (zero: lowest compared OMol25 entry of this formula, charge and spin): 331.28 kJ/mol
- LUMO energy (spin up / spin down): -2.95 / -1.98 eV
- Kohn-Sham gap (spin up / spin down): 5.62 / 7.68 eV

Geometry as XYZ:
```
7
Properties=species:S:1:pos:R:3:forces:R:3:nbo_charge:R:1
C -0.720 0.431 0.071 -2.407 -0.069 -0.451 -0.578
P -0.054 -0.922 -0.397 0.290 -0.485 -0.023 0.585
P 1.829 0.318 -0.336 1.037 -1.389 -0.035 0.083
Br -3.726 -0.111 -0.074 0.795 0.127 0.051 -0.367
H -1.691 0.970 0.080 0.255 0.540 0.408 0.254
H 1.870 0.337 1.081 0.179 -0.109 -0.130 0.007
H 2.492 -1.022 -0.426 -0.149 1.385 0.179 0.016
```
Forces are in eV/Å.

Entry 10:
A cluster of 2 separate species, CH3BrS in total, computed with ωB97M-V/def2-TZVPD.

Calculated values
- DFT total energy: -81960.6288 eV
- Relative energy (zero: lowest compared OMol25 entry of this formula, charge and spin): 226.75 kJ/mol
- LUMO energy (spin up / spin down): -3.78 / -3.79 eV
- Kohn-Sham gap (spin up / spin down): 5.95 / 5.94 eV

Geometry as XYZ:
```
6
Properties=species:S:1:pos:R:3:forces:R:3:nbo_charge:R:1
C -0.119 -0.255 0.009 -0.327 0.052 0.435 -0.823
S -1.420 -1.470 0.000 -1.616 0.844 -0.110 0.362
Br -4.217 0.198 -0.001 1.850 -0.969 0.011 -0.293
H 0.184 -0.042 1.033 0.027 0.071 -0.068 0.236
H -0.471 0.654 -0.471 0.025 0.070 -0.117 0.267
H 0.720 -0.657 -0.555 0.040 -0.067 -0.152 0.251
```
Forces are in eV/Å.

Entry 11:
A structure of composition CH3CeMgO2, computed with ωB97M-V/def2-TZVPD.

Calculated values
- ⟨S²⟩: 2.00
- 2S+1: 3
- DFT total energy: -23547.2985 eV
- Relative energy (zero: lowest compared OMol25 entry of this formula, charge and spin): 74.22 kJ/mol
- Charge: +1
- LUMO energy (spin up / spin down): -5.09 / -5.09 eV
- Kohn-Sham gap (spin up / spin down): 4.91 / 8.32 eV

Geometry as XYZ:
```
8
Properties=species:S:1:pos:R:3:forces:R:3:lowdin_spin:R:1
O -0.553 3.357 1.019 -0.013 -3.543 -1.930 0.167
Ce -0.593 1.439 -0.112 0.075 0.454 0.742 1.120
O -0.351 -0.746 -0.710 -0.365 3.585 0.905 -0.013
C 0.326 -1.944 -0.603 0.634 -1.659 0.105 -0.002
Mg -0.411 4.831 2.109 0.022 0.400 0.268 0.728
H 1.369 -1.821 -0.247 -0.374 0.073 -0.144 0.000
H -0.172 -2.629 0.112 0.136 0.311 -0.292 0.000
H 0.385 -2.486 -1.569 -0.114 0.379 0.346 0.000
```
Forces are in eV/Å.

Entry 12:
An isolated molecule of CH3Cl, computed with ωB97M-V/def2-TZVPD.

Calculated values
- SMILES: CCl
- DFT total energy: -13607.0499 eV
- Relative energy (zero: lowest compared OMol25 entry of this formula, charge and spin): 89.57 kJ/mol
- LUMO energy: 1.15 eV
- Kohn-Sham gap: 11.71 eV

Geometry as XYZ:
```
5
Properties=species:S:1:pos:R:3:forces:R:3:nbo_charge:R:1
C 0.072 -0.013 -0.064 3.795 -1.622 -2.624 -0.633
Cl -1.578 -0.036 -0.045 -3.593 -0.822 -0.733 0.003
H 0.383 0.946 -0.375 0.707 0.784 -1.111 0.212
H 0.321 -0.010 0.887 1.375 0.097 4.857 0.203
H 0.802 -0.887 -0.402 -2.284 1.563 -0.388 0.215
```
Forces are in eV/Å.